Entry from the OMol25 dataset: a molecular structure, C35H34BrGe2N3Pd (ωB97M-V with the def2-TZVPD basis set).

```
76
Properties=species:S:1:pos:R:3:mulliken_charge:R:1
Pd -0.3376 -0.2135 0.7605 0.16
Br -0.6150 -7.0992 3.1303 -0.26
C -0.1419 -5.4952 2.2253 0.00
C -1.1355 -4.6064 1.8383 -0.74
C -0.7881 -3.4382 1.1890 0.50
C 0.5513 -3.1325 0.9010 -0.71
C 1.5338 -4.0441 1.3164 -0.48
C 1.1883 -5.2162 1.9738 -0.81
N 0.8349 -1.9313 0.2625 1.66
C 1.9906 -1.8141 -0.4006 -1.14
C 2.4682 -0.5971 -0.9312 0.24
C 3.6103 -0.5752 -1.7805 -1.10
C 4.0208 0.6053 -2.3338 -0.35
C 3.3077 1.7852 -2.0596 -0.86
C 2.2161 1.6837 -1.2140 -0.32
N 1.8020 0.5566 -0.6497 0.39
H -2.1760 -4.8222 2.0421 0.54
H -1.5565 -2.7347 0.8929 0.32
H 2.5814 -3.8149 1.1764 0.40
H 1.9592 -5.8971 2.3089 0.37
H 2.5717 -2.7077 -0.6194 0.29
H 4.1274 -1.5032 -1.9927 0.40
H 4.8842 0.6241 -2.9889 0.39
H 3.5892 2.7373 -2.4868 0.40
H 1.6317 2.5682 -0.9705 0.39
C -1.1250 1.3955 1.7871 -0.73
C -0.4572 0.5983 2.8082 -0.03
C 0.9475 0.4518 2.7496 0.08
C 1.5989 -0.5162 3.5212 -0.57
C 0.8748 -1.3429 4.3551 0.58
C -0.5267 -1.2004 4.4477 -0.72
C -1.1692 -0.2584 3.6960 -0.64
C 1.5559 -2.3457 5.1314 -0.06
N 2.0989 -3.1441 5.7576 -0.61
H -0.6087 2.2916 1.4495 0.33
H -2.1918 1.5450 1.9121 0.45
H 1.5310 1.1243 2.1324 0.42
H 2.6736 -0.6221 3.4515 0.42
H -1.0859 -1.8620 5.0959 0.45
H -2.2488 -0.1777 3.7376 0.33
C -2.6242 -1.2298 -4.4289 -1.34
Ge -1.2017 -1.1251 -3.0668 0.44
C -0.5121 -2.9494 -2.8506 -0.99
C 0.2457 -0.0871 -3.8897 -0.81
Ge -1.9779 -0.1939 -0.9395 -0.14
C -2.8624 1.5184 -1.4015 0.07
C -2.6305 2.1551 -2.6204 0.42
C -3.2435 3.3599 -2.9451 -0.76
C -4.1179 3.9581 -2.0513 -0.42
C -4.3682 3.3420 -0.8324 -0.86
C -3.7434 2.1442 -0.5157 0.24
C -3.4738 -1.3738 -0.3547 -0.03
C -4.0391 -1.1897 0.9110 0.18
C -5.0159 -2.0401 1.4084 -0.97
C -5.4463 -3.1220 0.6511 -0.44
C -4.8934 -3.3341 -0.6017 -0.98
C -3.9232 -2.4670 -1.0936 0.57
H -2.2047 -1.6564 -5.3434 0.48
H -3.0303 -0.2448 -4.6608 0.39
H -3.4499 -1.8614 -4.1011 0.39
H -0.1290 -3.3041 -3.8103 0.51
H -1.2839 -3.6392 -2.5085 0.35
H 0.2955 -2.9567 -2.1200 0.13
H 0.5566 -0.5857 -4.8113 0.47
H 1.1030 -0.0298 -3.2222 -0.05
H -0.0601 0.9301 -4.1354 0.40
H -1.9525 1.7119 -3.3416 -0.12
H -3.0366 3.8267 -3.9011 0.40
H -4.6001 4.8957 -2.3000 0.35
H -5.0520 3.7952 -0.1242 0.39
H -3.9598 1.6839 0.4408 0.18
H -3.6826 -0.3819 1.5417 -0.01
H -5.4288 -1.8680 2.3956 0.41
H -6.1966 -3.7990 1.0412 0.36
H -5.2106 -4.1794 -1.2010 0.41
H -3.5095 -2.6633 -2.0751 0.00
```

The LUMO energy (alpha / beta) comes out at 0.0962 / 0.0874 Eh. As for the HOMO energy (alpha / beta): -2.884 / -4.474 eV. Its frontier orbital gap (alpha / beta) is 0.202 / 0.252 Ha. Its energy above the lowest of the compared OMol25 structures with the same formula, charge and spin is 0.00 kcal per mole. The value obtained for the total energy is -227873.3120 eV. Its multiplicity is 2. The total charge is -1.